# 1
Below is a molecular structure, C31H37Cl2NO4PS3Se2Y, with properties calculated with the ωB97M-V functional and the def2-TZVPD basis.

The geometry in XYZ format:
```
82
Properties=species:S:1:pos:R:3:forces:R:3:mulliken_charge:R:1
Y -0.895905 -0.041282 0.153313 0.06 0.21 0.48 -0.057
Se -0.231348 0.801577 -2.519352 0.07 0.09 -0.20 -0.579
Se -0.560594 -2.851954 -0.575741 -0.05 0.05 0.01 -0.319
Cl -3.679727 -0.908327 -0.841855 -0.24 0.00 -0.06 -0.193
Cl -3.019217 -1.451989 4.519094 0.02 0.01 0.03 -0.284
S -3.195715 2.401644 -1.156535 0.03 -0.06 0.01 0.185
S -0.254200 3.858251 -0.224485 -0.07 0.02 -0.10 0.025
S -2.335973 2.508222 2.186290 0.02 -0.06 -0.02 0.242
P 2.194764 -0.746742 0.935767 -0.08 0.04 -0.01 1.543
O 2.291689 -0.817758 -3.709153 0.07 0.05 -0.07 -0.701
O 1.171057 1.963703 3.424257 0.04 0.04 -0.09 -0.776
O 0.500683 1.360726 1.376954 -0.25 -0.19 -0.16 -0.086
O -0.887834 -3.012105 -5.478766 -0.03 0.01 -0.04 -0.571
N -2.235836 -0.599327 1.666480 0.40 0.07 -0.04 -0.289
C 0.341208 -2.695764 -4.826669 0.07 0.01 -0.07 -1.291
C -0.461060 4.430404 1.477352 -0.02 0.01 0.07 -0.455
C -4.294406 -1.424373 0.725547 0.11 0.05 0.06 1.084
C 4.492903 -4.647555 1.876107 -0.02 -0.04 0.01 -0.454
C 3.104773 -4.596147 1.884218 0.01 -0.03 0.00 -0.655
C -2.430037 3.829397 -1.957513 0.00 0.04 0.01 -0.751
C -0.468415 -3.128381 -2.523929 0.03 -0.05 -0.13 -1.557
C 4.889423 1.388858 -1.232269 0.01 0.00 -0.04 -0.583
C -5.222907 -2.203573 3.169389 -0.01 -0.02 0.01 -0.529
C -3.973454 -1.638463 3.062197 0.07 0.01 0.04 0.373
C -5.544746 -1.979860 0.807514 0.02 -0.01 0.08 -0.630
C -3.381183 -1.177468 1.830520 -0.35 -0.05 -0.26 -1.146
C 5.479092 2.245869 -0.313905 0.03 0.03 -0.01 -0.476
C 3.900490 0.507273 -0.824431 0.02 -0.01 0.03 -0.290
C 2.447389 -3.413078 1.588309 0.00 -0.02 0.02 -0.546
C 1.068763 1.155843 2.504783 0.22 -0.06 0.25 0.653
C -4.014471 2.532552 1.517981 -0.01 0.02 0.00 -0.346
C 4.091699 1.327692 1.424354 -0.03 -0.03 0.01 -0.311
C -1.575465 4.749789 -1.090729 0.02 0.01 0.01 -0.907
C 1.715570 -0.235944 2.633323 -0.11 0.13 0.06 -1.198
C -6.036055 -2.384765 2.051870 -0.08 -0.01 -0.05 -0.388
C 3.169353 -2.252563 1.301486 0.01 -0.05 -0.04 0.351
C 5.217093 -3.505768 1.569969 0.05 0.01 0.00 -0.604
C 4.560095 -2.315620 1.286279 0.02 0.00 0.02 -0.446
C -4.209587 3.164806 0.141062 -0.02 0.04 -0.01 -1.033
C -0.692013 -0.802675 -3.574112 0.00 -0.15 -0.08 -1.065
C 1.601924 -1.787216 -2.929502 -0.06 0.01 0.03 -1.245
C 3.504958 0.453860 0.512003 0.01 0.03 0.00 0.175
C 5.071452 2.219345 1.012212 0.03 0.04 0.00 -0.721
C 0.184313 -2.073344 -3.432111 0.03 0.00 0.07 2.438
C -1.840142 4.253169 2.110098 -0.01 0.02 -0.03 -1.119
H 2.520831 -0.236417 3.368304 0.00 0.02 -0.01 0.424
H 1.539488 -1.479122 -1.883440 0.00 0.00 0.03 0.011
H -0.168411 5.481922 1.555683 0.03 -0.01 -0.03 0.573
H 1.847991 0.027230 -3.506589 -0.02 -0.01 0.03 0.291
H -4.710536 3.010071 2.214313 0.04 -0.01 0.04 0.492
H 0.944296 -0.935776 2.972350 -0.01 0.01 0.00 0.546
H 5.508701 2.903236 1.730360 0.00 0.00 -0.01 0.394
H -1.502142 -3.288542 -2.849187 0.00 0.02 0.02 0.465
H 5.005004 -5.576933 2.097091 0.01 0.00 0.00 0.342
H -3.194696 4.426023 -2.464616 -0.03 -0.04 0.01 0.429
H 0.063324 -4.074625 -2.666252 -0.01 0.00 0.04 0.324
H -2.194689 5.272575 -0.361287 0.03 -0.01 0.03 0.332
H 1.364755 -3.395205 1.544107 0.00 0.01 0.00 0.198
H 2.195659 -2.706341 -2.970660 -0.02 0.00 0.01 0.656
H 0.856906 -1.988301 -5.478073 0.01 -0.02 0.02 0.427
H -5.564933 -2.508343 4.151893 -0.02 -0.01 -0.01 0.346
H 6.300696 -3.536084 1.550042 0.00 -0.01 0.00 0.380
H -1.786762 4.660717 3.123452 -0.02 -0.05 0.02 0.494
H 0.960848 -3.600686 -4.744945 -0.01 0.01 0.00 0.423
H 3.769203 1.335689 2.458187 0.01 0.00 -0.01 0.313
H 2.525279 -5.485126 2.101888 0.01 -0.01 0.00 0.396
H -7.017679 -2.830696 2.146812 0.01 0.00 -0.01 0.318
H 5.179263 1.417243 -2.275709 0.00 0.00 0.01 0.444
H 6.240911 2.946941 -0.635229 0.00 0.00 0.01 0.344
H -1.727809 -1.064649 -3.356172 0.01 0.04 0.03 0.237
H -6.129483 -2.102866 -0.096413 -0.03 -0.02 0.01 0.356
H -1.809103 3.364731 -2.726717 0.00 -0.04 0.01 0.299
H -2.594139 4.839591 1.582468 -0.02 -0.04 0.00 0.441
H -0.666794 -0.478700 -4.614240 0.00 0.03 0.02 0.437
H -4.269932 1.469765 1.484156 0.01 -0.01 0.00 -0.064
H -1.150443 5.518558 -1.742654 0.05 -0.01 0.03 0.503
H -5.264445 3.065549 -0.128016 0.02 -0.01 -0.03 0.559
H 0.263677 3.830543 2.033733 0.01 0.00 -0.01 0.089
H -3.994532 4.234201 0.173321 0.02 -0.01 -0.02 0.417
H 3.424075 -0.132492 -1.558284 -0.02 -0.02 -0.02 0.149
H 5.137727 -1.430439 1.051109 0.00 0.01 -0.01 0.366
H -1.460508 -3.414182 -4.818460 -0.03 -0.02 0.04 0.381
```
Forces are in eV/Å.

Values from the calculation:
LUMO energy	3.95	eV
charge	-2
electronic energy	-8856.89052	a.u.
molar mass	932.55	g mol⁻¹
energy above the lowest of the compared OMol25 structures with the same formula, charge and spin	3.0	kcal/mol

# 2
Below is a molecular structure, C31H37MnN3O2PSe, with properties calculated with the ωB97M-V functional and the def2-TZVPD basis.

The geometry in XYZ format:
```
76
Properties=species:S:1:pos:R:3:forces:R:3:lowdin_spin:R:1
Se -0.515139 -5.254901 3.343119 -0.03 -0.08 0.08 0.009
Mn -0.086128 -1.134833 0.567564 -0.01 0.04 0.05 0.999
P -0.516960 1.757968 -1.716515 0.07 0.04 -0.01 -0.002
O 1.247532 -1.503535 -0.825379 -0.03 -0.06 0.02 0.001
O -1.589004 -1.520116 -0.615019 -0.05 -0.03 -0.02 0.019
N 1.363982 -0.551754 1.800231 -0.11 0.00 -0.01 -0.005
N -1.187121 -0.019704 1.767745 0.09 -0.02 0.03 -0.005
N -0.216266 -2.815482 1.699750 -0.06 -0.02 -0.12 -0.010
C -0.109007 -0.427038 -3.326754 0.00 0.00 0.02 0.000
C -5.479766 -0.133136 -0.472598 -0.02 -0.02 -0.04 0.004
C 2.152154 2.094971 -1.188989 0.01 0.01 -0.01 0.000
C 0.815115 -0.226385 3.108381 -0.03 -0.02 -0.01 -0.001
C -3.254552 -0.205250 0.519388 -0.03 -0.02 0.04 0.002
C -1.719706 3.596285 -3.656551 0.00 0.00 0.02 0.000
C 0.320622 -1.152454 -4.432973 -0.01 0.04 0.00 0.000
C 2.625516 -0.609032 1.618207 0.14 0.00 0.01 -0.009
C 0.566704 3.217484 0.326334 0.01 -0.04 -0.01 0.000
C 3.287884 -1.666714 -1.947345 -0.04 -0.01 0.00 0.000
C -1.959645 2.774966 -2.389807 -0.02 -0.06 0.00 -0.001
C 1.241485 0.846312 -5.388032 0.00 0.01 0.01 0.000
C 0.117437 0.947751 -3.242484 0.01 -0.01 0.00 0.000
C 1.093687 4.252991 -1.872484 0.00 0.00 0.01 0.000
C 3.265282 -0.992977 0.381405 -0.01 -0.01 0.03 0.000
C 5.371432 -1.189812 -0.820304 0.01 0.00 -0.03 0.001
C -2.426096 0.256402 1.601163 -0.12 0.05 0.00 0.001
C 0.802401 1.570096 -4.290188 -0.02 -0.01 -0.01 0.000
C 2.530391 -1.400093 -0.772393 0.00 0.04 -0.03 0.000
C -0.347982 -3.778948 2.334383 0.09 0.09 -0.01 0.008
C -2.483592 3.678923 -1.270258 -0.01 -0.01 0.00 0.000
C -5.035329 -1.010322 -1.479918 -0.01 -0.01 0.05 -0.002
C -2.789896 -1.080990 -0.510792 0.07 -0.03 -0.03 -0.001
C 0.996933 -0.519955 -5.463549 -0.01 0.00 0.02 0.000
C 0.864552 2.923939 -1.153265 -0.02 0.00 0.01 0.000
C 4.654382 -1.567727 -1.967427 0.02 0.01 0.03 -0.001
C -0.469345 0.567562 2.898896 0.06 0.02 -0.05 -0.004
C 4.666095 -0.908544 0.323524 0.03 0.01 0.04 -0.001
C -4.590886 0.241664 0.500893 0.00 0.02 0.05 -0.001
C -3.045140 1.732784 -2.696849 0.01 0.01 0.05 0.000
C -3.746502 -1.466601 -1.497425 0.01 -0.04 0.02 0.003
H -0.593752 -0.939311 -2.503093 -0.01 0.02 -0.05 0.000
H 2.490856 1.889775 -2.204336 0.00 0.00 0.00 0.000
H -0.348582 3.795300 0.463328 0.00 -0.01 0.00 0.000
H 6.450832 -1.118472 -0.839006 0.00 0.00 0.00 0.000
H -1.080154 0.562843 3.805020 -0.02 -0.02 0.02 -0.001
H -2.653862 4.096846 -3.936087 0.01 0.00 0.00 0.000
H 1.942546 4.762863 -1.402738 -0.01 0.00 -0.01 0.000
H -2.716778 1.023759 -3.460016 0.01 0.00 0.00 0.000
H 3.291573 -0.338844 2.445727 0.00 0.00 -0.04 -0.001
H -3.941348 2.240382 -3.069597 0.01 0.00 0.00 0.000
H 0.999336 2.632831 -4.256002 0.00 0.01 0.00 0.000
H 2.948067 2.632862 -0.662830 -0.01 0.00 0.00 0.000
H 5.194685 -0.605382 1.222856 0.00 0.00 -0.01 0.000
H 0.464999 2.280905 0.878490 0.02 0.06 -0.06 0.000
H -6.499265 0.228656 -0.462644 0.00 0.00 0.00 0.000
H 0.141528 -2.219870 -4.470044 0.00 0.00 0.00 0.000
H 1.343115 -1.087049 -6.319299 0.00 0.00 0.00 0.000
H -2.920450 0.902950 2.335112 -0.01 -0.01 -0.02 0.000
H -3.320113 1.165367 -1.805131 0.03 0.10 -0.10 0.000
H -4.911899 0.910876 1.294262 0.00 -0.01 -0.01 0.000
H 5.188136 -1.784565 -2.886265 0.00 0.00 0.00 0.000
H 0.574615 -1.171460 3.599731 0.01 -0.02 0.02 0.000
H -3.398549 -2.140962 -2.270230 0.01 0.01 0.00 0.000
H 1.337134 4.127791 -2.926627 0.00 -0.01 -0.01 0.000
H 1.776718 1.348406 -6.185281 0.00 0.00 0.00 0.000
H -1.427175 2.958176 -4.490580 0.00 0.00 0.00 0.000
H 1.395392 3.786576 0.761150 0.00 0.01 0.00 0.000
H 2.008599 1.137556 -0.688249 0.01 -0.05 0.01 0.000
H -0.222768 1.607807 2.663265 -0.03 -0.03 0.03 0.000
H -5.723380 -1.330109 -2.254565 0.00 0.01 0.00 0.000
H 1.526734 0.327993 3.729221 0.01 0.01 0.00 -0.001
H 0.232652 4.917707 -1.795579 0.00 0.00 0.00 0.000
H -1.809054 4.509682 -1.057294 0.00 0.00 0.00 0.000
H -0.959401 4.365152 -3.528318 0.01 0.01 0.00 0.000
H -2.638216 3.110535 -0.349189 0.00 0.00 0.00 0.000
H 2.729290 -1.950061 -2.831328 0.01 0.01 0.02 0.000
H -3.448295 4.102607 -1.568584 0.01 -0.01 0.01 0.000
```
Forces are in eV/Å.

Values from the calculation:
LUMO energy (alpha / beta)	2.45 / 2.45	eV
charge	-1
2S+1	2
electronic energy	-5412.14175	a.u.
molar mass	648.53	g mol⁻¹
expectation value of S²	1.190

# 3
Below is a molecular structure, C31H37N2O2PPdSSi at a distorted geometry, with properties calculated with the ωB97M-V functional and the def2-TZVPD basis.

The geometry in XYZ format:
```
76
Properties=species:S:1:pos:R:3:forces:R:3:mulliken_charge:R:1
Pd 0.782899 -0.975131 1.019509 0.59 -0.89 -0.69 -0.352
S -1.479422 -1.981522 0.819916 0.36 0.22 0.14 -0.369
P 0.271993 1.381732 0.791019 -0.15 0.64 -0.12 2.189
Si -3.578937 -2.577232 -2.095851 0.01 0.11 -0.08 0.081
O 2.883158 -0.873381 0.839052 -0.33 -0.17 -0.06 -0.241
O 0.954183 -1.989080 3.702171 0.43 -0.10 0.14 -0.559
N 0.952921 -0.730327 3.103904 -0.66 -1.08 -0.61 0.442
N 0.282227 -1.420441 -0.925641 0.13 0.08 0.77 0.177
C -1.329356 1.709281 -0.006727 -0.05 0.13 0.09 0.322
C 5.134731 -1.538812 0.681819 0.04 0.12 0.00 -1.818
C -1.108599 -1.857290 -3.209006 -0.09 -0.02 0.00 -0.265
C 3.679803 -2.013654 0.670216 0.04 -0.03 0.05 1.954
C 2.821610 2.209695 0.223543 0.02 -0.09 -0.10 -0.733
C 1.136707 3.445038 -0.982311 0.09 0.07 0.05 0.052
C -0.216174 4.310319 3.612184 -0.01 0.04 -0.06 -0.827
C -0.159311 3.631218 4.818105 0.02 -0.01 0.10 -0.658
C -4.541324 -2.522460 -0.512403 0.02 0.04 0.29 -1.041
C 3.402590 -2.732455 -0.650249 0.02 0.00 -0.10 -1.657
C -2.478194 1.991086 0.731340 -0.03 0.01 -0.07 -0.782
C 0.113103 2.225160 2.411852 -0.06 0.19 -0.19 -0.159
C -3.815552 1.921132 -1.268904 0.02 0.00 -0.05 -0.606
C 3.485994 -3.024619 1.805237 -0.08 0.02 0.07 -2.127
C 3.465726 3.960219 -1.302674 0.01 -0.01 0.02 -0.556
C 0.163836 1.541141 3.632383 -0.19 -0.36 -0.02 0.700
C -0.999477 -1.825694 -0.835753 -0.09 -0.05 -0.22 0.539
C 0.880232 -1.195843 -2.098623 0.17 0.14 0.13 -0.309
C -1.448118 1.500108 -1.382750 -0.05 -0.04 -0.02 -0.239
C -2.680230 1.614071 -2.010058 0.04 0.01 0.05 -0.974
C -3.712845 2.098487 0.102738 0.02 -0.03 0.05 -0.839
C -4.395394 -1.395885 -3.291989 -0.11 0.14 -0.17 -0.839
C 0.217850 -1.422629 -3.278453 -0.08 -0.02 -0.03 -1.644
C 3.808011 2.971821 -0.387444 -0.01 0.00 0.00 -0.683
C -1.765588 -2.052826 -2.001289 0.14 0.09 0.04 0.614
C -0.084996 3.605992 2.426968 0.06 -0.04 0.04 -0.157
C 2.130347 4.195828 -1.599771 -0.04 -0.05 0.02 -0.756
C 0.015515 2.260022 4.819912 -0.01 -0.01 0.19 -0.979
C 1.476288 2.445955 -0.069768 -0.10 0.17 -0.01 0.534
C 0.342367 0.083903 3.848483 -0.05 1.16 0.23 -0.708
C -3.603845 -4.292600 -2.815554 0.00 -0.29 -0.10 -1.113
H -3.112085 -5.004786 -2.144571 -0.05 0.05 -0.08 0.338
H 3.091205 1.389389 0.883806 -0.01 0.02 -0.05 0.169
H -4.480652 -0.403848 -2.835922 -0.01 -0.12 -0.07 0.092
H 2.473374 -3.437921 1.746645 -0.04 0.01 0.08 0.341
H 5.833817 -2.365315 0.516794 -0.05 0.06 0.02 0.386
H -0.252637 4.166719 5.754635 -0.01 -0.03 -0.03 0.395
H -2.413130 2.122171 1.804410 -0.02 0.01 -0.01 0.378
H 1.899879 -0.836000 -2.054277 -0.05 0.00 0.05 0.625
H -4.777723 2.016543 -1.759369 0.04 -0.03 0.02 0.448
H -3.083294 -4.323237 -3.778989 -0.05 -0.03 0.09 0.330
H 2.357719 -3.047770 -0.691479 0.03 -0.02 -0.01 0.359
H 5.361494 -1.067616 1.641839 0.01 -0.01 -0.05 0.398
H -5.593221 -2.739638 -0.730481 0.08 0.02 0.01 0.361
H 0.717196 -1.265406 -4.224992 -0.02 0.00 0.04 0.398
H -0.571231 1.240762 -1.967978 -0.04 0.02 0.00 0.822
H -4.598685 2.315432 0.689493 0.06 0.00 -0.03 0.412
H -4.633340 -4.631875 -2.976377 0.11 0.02 0.01 0.319
H -3.833582 -1.291222 -4.225733 -0.08 0.00 0.07 0.319
H -4.176098 -3.247787 0.218652 -0.06 0.06 -0.05 0.335
H -0.132738 4.135024 1.482271 0.01 0.00 0.02 0.422
H 1.742474 -2.405839 3.321463 -0.11 -0.15 -0.13 0.361
H -0.022922 -0.318395 4.790171 0.17 0.13 0.13 0.437
H -5.403881 -1.741785 -3.546185 0.10 0.04 0.03 0.416
H 0.054960 1.723699 5.762627 -0.03 0.06 -0.04 0.407
H 4.034713 -3.620174 -0.762528 -0.05 0.09 0.00 0.469
H 1.858293 4.964626 -2.313727 0.01 -0.03 0.03 0.423
H 3.601188 -2.058590 -1.488994 0.02 -0.09 0.05 0.278
H 5.273377 -0.795308 -0.107241 0.03 -0.03 0.04 0.379
H 0.097301 3.646290 -1.211332 0.01 -0.03 -0.01 0.399
H 4.850577 2.777534 -0.162339 -0.05 0.01 -0.01 0.424
H -1.644629 -2.029814 -4.140633 0.06 0.01 0.09 0.303
H -0.366051 5.382944 3.595981 0.01 -0.03 -0.02 0.427
H 4.239682 4.541155 -1.791291 -0.03 -0.02 0.03 0.386
H -2.754862 1.449039 -3.078805 0.01 0.02 0.04 0.435
H 3.650964 -2.523623 2.766780 -0.01 -0.05 -0.02 0.423
H 4.182453 -3.865286 1.737909 -0.02 0.07 0.01 0.457
H -4.474634 -1.530420 -0.055366 -0.04 -0.09 -0.01 0.316
```
Forces are in eV/Å.

Values from the calculation:
LUMO energy (alpha / beta)	-0.46 / -0.46	eV
charge	0
electronic energy	-2620.37191	a.u.
molar mass	667.20	g mol⁻¹
energy above the lowest of the compared OMol25 structures with the same formula, charge and spin	0.0	kcal/mol